[1]
{"formula": "C11H44N14O11", "method": "the ωB97M-V functional and the def2-TZVPD basis", "total_charge": 0, "orbital_gap_ev": 9.491, "smiles": "NC(N)=O.NC(N)=O.NC(N)=O.NC(N)=O.NC(N)=O.NC(N)=O.NC(N)=O.CO.CO.CO.CO", "de_lowest_kj_mol": 149.2, "homo_ev": -9.2, "elements": ["N", "C", "N", "O", "H", "H", "H", "H", "N", "C", "N", "O", "H", "H", "H", "H", "N", "C", "N", "O", "H", "H", "H", "H", "N", "C", "N", "O", "H", "H", "H", "H", "N", "C", "N", "O", "H", "H", "H", "H", "N", "C", "N", "O", "H", "H", "H", "H", "N", "C", "N", "O", "H", "H", "H", "H", "C", "O", "H", "H", "H", "H", "C", "O", "H", "H", "H", "H", "C", "O", "H", "H", "H", "H", "C", "O", "H", "H", "H", "H"], "positions_angstrom": [[-14.9429, -9.7479, 3.0796], [-16.0015, -9.9478, 3.9064], [-15.8452, -9.7228, 5.2803], [-17.1229, -10.3887, 3.5537], [-14.9986, -10.2198, 2.1918], [-14.0496, -9.4003, 3.4116], [-16.6841, -9.5047, 5.7834], [-15.1208, -9.1971, 5.6858], [-17.1053, -12.7345, 5.7441], [-16.9437, -13.7624, 4.8014], [-17.3687, -13.4134, 3.5265], [-16.4561, -14.9081, 5.0709], [-17.2437, -13.0407, 6.7185], [-17.4317, -11.8509, 5.4040], [-17.5855, -12.4014, 3.3505], [-17.4387, -13.9884, 2.6922], [-8.6559, -15.6160, 5.0442], [-9.3269, -16.5325, 5.6977], [-10.6317, -16.4731, 5.5373], [-8.8260, -17.3627, 6.3993], [-7.6459, -15.6143, 5.1993], [-9.0397, -14.7294, 4.7739], [-11.0647, -15.7703, 4.9730], [-11.3666, -16.9712, 5.9453], [-14.8464, -10.6492, 9.6385], [-13.6621, -11.0736, 8.9095], [-12.9546, -12.0567, 9.5964], [-13.3673, -10.5022, 7.8715], [-15.5713, -9.9926, 9.3594], [-14.9475, -10.7448, 10.6412], [-13.5249, -12.7862, 9.9777], [-12.0999, -12.4429, 9.1919], [-14.1013, -15.9614, 3.4523], [-13.4951, -14.9401, 2.7226], [-14.2757, -13.8327, 2.8034], [-12.4541, -14.9916, 2.0815], [-13.5136, -16.7183, 3.7462], [-14.9675, -15.7109, 3.8793], [-14.9489, -13.7007, 3.5352], [-13.7833, -12.9754, 2.5134], [-10.5792, -9.7461, 5.1696], [-11.4044, -9.0771, 4.2366], [-11.3162, -7.6962, 4.4006], [-12.3230, -9.5236, 3.5333], [-10.4943, -10.7575, 5.1182], [-9.7133, -9.2775, 5.3870], [-12.1015, -7.1533, 3.9895], [-10.8897, -7.3595, 5.2347], [-8.1045, -12.0128, 2.9510], [-9.2826, -12.5772, 3.2370], [-10.0258, -12.8231, 2.1301], [-9.6156, -12.8506, 4.4016], [-7.4657, -11.5823, 3.6036], [-7.8747, -12.0299, 1.9899], [-9.7746, -12.4606, 1.2162], [-10.9870, -13.1264, 2.3309], [-7.5775, -11.3253, 7.6825], [-8.1793, -11.0598, 6.4074], [-6.5521, -11.6483, 7.4829], [-7.7812, -10.4587, 8.3403], [-7.9342, -12.1848, 8.2757], [-8.8595, -11.7886, 6.3508], [-13.9741, -16.1241, 7.4251], [-13.6121, -15.0032, 6.6517], [-14.9246, -16.4741, 7.0322], [-13.2247, -16.8431, 7.1578], [-13.9011, -15.9570, 8.5014], [-14.2589, -14.3253, 6.4615], [-10.4495, -15.5560, 9.0830], [-11.4932, -14.5973, 8.9029], [-9.9422, -15.6785, 8.2080], [-9.7166, -15.1034, 9.7968], [-10.8744, -16.4881, 9.5180], [-11.9797, -14.6990, 7.9949], [-12.4325, -12.5184, 5.5690], [-13.7839, -12.2318, 5.6990], [-11.8559, -12.4552, 6.5133], [-12.3998, -13.5730, 5.1710], [-11.8936, -11.7944, 4.9379], [-13.8892, -11.4020, 6.2060]], "mulliken_charge": [-0.285, 0.539, -0.262, -0.815, 0.193, 0.288, 0.244, 0.173, -0.293, 0.355, -0.286, -0.701, 0.241, 0.156, 0.188, 0.247, -0.327, 0.553, -0.100, -0.682, 0.234, 0.161, 0.005, 0.135, -0.434, 0.606, -0.327, -0.622, 0.190, 0.178, 0.221, 0.194, -0.352, 0.556, -0.225, -0.660, 0.234, 0.283, 0.003, 0.202, -0.198, 0.615, -0.494, -0.726, -0.132, 0.302, 0.251, 0.189, -0.401, 0.747, -0.408, -0.427, 0.236, 0.126, 0.195, 0.102, -0.682, -0.412, 0.281, 0.270, 0.225, 0.245, -0.896, 0.140, 0.273, 0.305, 0.237, -0.106, -0.475, -0.449, 0.083, 0.248, 0.226, 0.266, 0.806, 0.537, 0.144, -0.162, -0.788, -0.294]}

=====

[2]
{"formula": "C11H44N22O11", "method": "the ωB97M-V functional and the def2-TZVPD basis", "total_charge": 0, "orbital_gap_ev": 8.570, "smiles": "NC(N)=O.NC(N)=O.NC(N)=O.NC(N)=O.NC(N)=O.NC(N)=O.NC(N)=O.NC(N)=O.NC(N)=O.NC(N)=O.NC(N)=O", "de_lowest_kj_mol": 553.6, "homo_ev": -8.5, "elements": ["N", "C", "N", "O", "H", "H", "H", "H", "N", "C", "N", "O", "H", "H", "H", "H", "N", "C", "N", "O", "H", "H", "H", "H", "N", "C", "N", "O", "H", "H", "H", "H", "N", "C", "N", "O", "H", "H", "H", "H", "N", "C", "N", "O", "H", "H", "H", "H", "N", "C", "N", "O", "H", "H", "H", "H", "N", "C", "N", "O", "H", "H", "H", "H", "N", "C", "N", "O", "H", "H", "H", "H", "N", "C", "N", "O", "H", "H", "H", "H", "N", "C", "N", "O", "H", "H", "H", "H"], "positions_angstrom": [[-0.8187, 0.6787, -0.4583], [-0.4743, -0.2486, 0.3861], [-0.2790, -1.3568, -0.1580], [-0.2404, -0.0748, 1.5702], [-0.8771, 0.5044, -1.4515], [-0.7476, 1.6597, -0.2287], [-0.3805, -1.5049, -1.1519], [-0.0547, -2.1092, 0.4774], [2.6803, -1.2709, -1.3862], [3.2373, -2.4363, -1.6344], [3.7750, -2.4131, -2.8157], [3.1575, -3.3572, -0.8370], [2.1434, -1.3642, -0.5359], [2.4122, -0.5797, -2.0722], [4.3060, -3.2092, -3.1390], [3.6836, -1.5556, -3.3415], [-2.5084, 1.2296, 3.4081], [-2.3718, 0.5935, 4.4868], [-1.4735, -0.3175, 4.2829], [-2.9884, 0.7519, 5.5185], [-1.9666, 1.1335, 2.5612], [-3.1235, 2.0277, 3.4766], [-0.9307, -0.2893, 3.4316], [-1.1315, -0.8616, 5.0621], [1.4844, -5.3896, 2.5218], [0.5408, -4.6537, 2.0004], [-0.4815, -5.3715, 1.7071], [0.6104, -3.4738, 1.6772], [1.2838, -6.3550, 2.7405], [2.4358, -5.0655, 2.4222], [-1.3240, -4.9573, 1.3344], [-0.4161, -6.3734, 1.8166], [3.9173, 3.2523, -2.6156], [2.9878, 2.4118, -2.7568], [2.2786, 2.3334, -1.6587], [2.7114, 1.8277, -3.7471], [4.1118, 3.5962, -1.6861], [4.2872, 3.7309, -3.4245], [2.7969, 2.6794, -0.8639], [1.6271, 1.5679, -1.5599], [1.8973, -0.7514, 3.6502], [1.9903, -0.9074, 4.9275], [3.3100, -0.9182, 5.1169], [1.0833, -0.8540, 5.7946], [2.6754, -0.7142, 3.0073], [0.9979, -0.7239, 3.1915], [3.6111, -0.9352, 6.0809], [3.8422, -1.1491, 4.2902], [0.3115, -3.4538, -2.7313], [0.1002, -2.5895, -3.6417], [-0.0967, -3.1237, -4.8384], [0.0853, -1.3740, -3.3434], [0.3588, -4.4126, -3.0451], [0.7619, -3.1532, -1.8787], [-0.3268, -4.1062, -4.8818], [-0.3265, -2.4468, -5.5519], [-4.9883, -0.5683, -2.3796], [-4.0364, -1.2507, -2.8917], [-3.0387, -1.3030, -2.1068], [-4.0525, -1.7411, -3.9912], [-5.8218, -0.3278, -2.8969], [-4.8960, -0.3992, -1.3882], [-3.2018, -0.6438, -1.3592], [-2.2027, -1.6567, -2.5495], [1.1501, 2.5011, 2.9453], [0.6824, 3.6852, 2.7966], [1.2422, 4.6084, 3.5560], [-0.1921, 3.9162, 1.9906], [1.8375, 2.3000, 3.6574], [0.6922, 1.8022, 2.3779], [2.2171, 4.5707, 3.8171], [0.7269, 5.4762, 3.5162], [-2.1339, 1.9613, -3.1629], [-0.9465, 2.4494, -3.2882], [-0.1172, 1.6923, -3.9441], [-0.5459, 3.3998, -2.7086], [-2.4359, 1.0606, -3.5061], [-2.8021, 2.4943, -2.6249], [0.8803, 1.8326, -3.8711], [-0.3978, 0.7596, -4.2115], [-1.7233, 3.5240, -0.1747], [-3.0404, 3.6126, -0.0414], [-3.4530, 3.7352, 1.1718], [-3.7859, 3.5071, -0.9955], [-1.1396, 3.6964, 0.6313], [-1.2831, 3.5104, -1.0836], [-2.9041, 4.1335, 1.9203], [-4.4449, 3.8843, 1.2898]], "mulliken_charge": [0.603, 0.025, 0.326, -0.267, 0.050, -0.187, -0.359, 0.080, -0.171, 0.430, -0.318, -0.670, 0.046, 0.247, 0.232, 0.174, -0.189, 0.564, -0.234, -0.757, 0.111, 0.108, 0.141, 0.256, -0.439, 0.593, -0.409, -0.640, 0.141, 0.255, 0.214, 0.129, -0.396, 0.713, -0.134, -0.710, 0.119, 0.256, 0.229, -0.078, 0.037, 0.766, -0.442, -0.678, 0.255, -0.310, 0.244, 0.168, -0.114, 0.500, -0.491, -0.306, 0.177, -0.040, 0.162, 0.252, -0.363, 0.654, -0.212, -0.722, 0.215, 0.180, 0.069, 0.135, -0.206, 0.507, -0.484, -0.684, 0.153, 0.073, 0.176, 0.263, -0.166, 0.454, -0.285, -0.738, 0.095, 0.224, 0.227, 0.117, -0.354, 0.562, -0.301, -0.783, 0.492, -0.021, 0.230, 0.228]}

=====

[3]
{"formula": "C11H44N22O11", "method": "the ωB97M-V functional and the def2-TZVPD basis", "total_charge": 0, "orbital_gap_ev": 8.828, "smiles": "NC(N)=O.NC(N)=O.NC(N)=O.NC(N)=O.NC(N)=O.NC(N)=O.NC(N)=O.NC(N)=O.NC(N)=O.NC(N)=O.NC(N)=O", "de_lowest_kj_mol": 120.3, "homo_ev": -9.3, "elements": ["N", "C", "N", "O", "H", "H", "H", "H", "N", "C", "N", "O", "H", "H", "H", "H", "N", "C", "N", "O", "H", "H", "H", "H", "N", "C", "N", "O", "H", "H", "H", "H", "N", "C", "N", "O", "H", "H", "H", "H", "N", "C", "N", "O", "H", "H", "H", "H", "N", "C", "N", "O", "H", "H", "H", "H", "N", "C", "N", "O", "H", "H", "H", "H", "N", "C", "N", "O", "H", "H", "H", "H", "N", "C", "N", "O", "H", "H", "H", "H", "N", "C", "N", "O", "H", "H", "H", "H"], "positions_angstrom": [[2.1932, -5.7352, 2.0439], [1.6273, -5.4150, 0.8423], [2.1967, -4.3026, 0.2702], [0.6110, -5.9317, 0.4050], [1.6634, -6.4028, 2.5768], [2.7875, -5.0724, 2.5063], [3.1883, -4.2813, 0.4392], [1.6977, -3.9455, -0.5220], [0.1262, 4.8543, 0.3490], [-0.3653, 3.6017, 0.2937], [-0.1587, 2.8102, 1.3684], [-0.8843, 3.1381, -0.7436], [0.7088, 5.2223, 1.0763], [-0.1243, 5.4225, -0.4411], [-0.3611, 1.8241, 1.3502], [0.2874, 3.2169, 2.1724], [-3.7875, 3.6904, -0.9051], [-4.5390, 2.6136, -1.2744], [-3.8300, 1.4383, -1.1342], [-5.6670, 2.6501, -1.7253], [-4.0820, 4.6433, -0.8248], [-2.8599, 3.4610, -0.5730], [-2.8302, 1.4493, -1.0400], [-4.3696, 0.5995, -1.0278], [4.3089, 0.9171, 1.1218], [5.5152, 0.3161, 1.4136], [6.4659, 1.2077, 1.7983], [5.7021, -0.8818, 1.3605], [3.5448, 0.3056, 0.8781], [4.2654, 1.8670, 0.7813], [7.3342, 0.9540, 2.2270], [6.1147, 2.1392, 1.9394], [-4.5547, -1.7816, -1.2588], [-3.2328, -2.1167, -1.3175], [-2.6455, -1.8344, -2.5185], [-2.5916, -2.3777, -0.2992], [-5.0338, -1.5165, -2.1010], [-4.9808, -2.2083, -0.4501], [-1.6997, -2.1361, -2.6893], [-3.2278, -1.8293, -3.3406], [0.0032, -1.9830, 0.4671], [0.4996, -0.7304, 0.3522], [-0.3146, 0.0854, -0.3798], [1.5908, -0.3463, 0.7540], [-0.8504, -2.2206, -0.0358], [0.5383, -2.7066, 0.9164], [-0.0006, 1.0186, -0.5939], [-1.1594, -0.2550, -0.8007], [-0.0048, 1.9912, -3.8772], [-0.2055, 3.2956, -4.2862], [-0.3178, 4.1616, -3.2364], [-0.3431, 3.6286, -5.4467], [-0.1262, 1.4007, -4.6821], [0.1278, 1.7690, -2.9098], [-0.0876, 3.8690, -2.2872], [-0.3313, 5.1274, -3.5133], [2.4037, 1.3090, -1.6108], [3.2680, 2.3434, -1.8825], [3.5204, 2.5447, -3.1995], [3.6717, 3.1042, -1.0116], [2.1396, 0.7202, -2.3845], [2.4267, 0.8325, -0.7202], [4.0960, 3.2954, -3.5254], [3.1309, 1.8655, -3.8272], [2.0620, 0.5986, 3.4257], [2.6668, 1.0723, 4.5529], [3.8331, 1.7313, 4.2661], [2.1869, 0.9590, 5.6679], [1.1530, 0.1757, 3.5196], [2.4908, 0.7469, 2.5328], [4.1413, 1.6862, 3.3074], [4.4683, 1.9330, 5.0146], [-3.8931, -6.2707, -1.4204], [-2.8945, -6.4016, -0.4848], [-2.1161, -5.2780, -0.3789], [-2.7428, -7.4333, 0.1319], [-3.8959, -5.4357, -1.9755], [-4.4989, -7.0263, -1.6727], [-2.2377, -4.4354, -0.9011], [-1.1582, -5.4805, -0.0948], [-2.9686, -0.3256, 1.6197], [-2.2307, 0.3203, 2.5585], [-2.8628, 1.4492, 3.0457], [-1.1260, -0.0296, 2.9264], [-2.4942, -1.0251, 1.0696], [-3.8988, 0.0097, 1.4620], [-2.3380, 2.1020, 3.5980], [-3.8344, 1.6645, 2.9231]], "mulliken_charge": [-0.494, 0.723, -0.422, -0.739, 0.242, 0.203, 0.216, 0.211, -0.391, 0.663, 0.127, -0.442, 0.176, 0.259, -0.440, 0.162, -0.318, 0.415, -0.009, -0.672, 0.184, 0.196, 0.099, 0.091, -0.239, 0.510, -0.407, -0.661, 0.109, 0.244, 0.233, 0.192, -0.453, 0.662, -0.404, -0.862, 0.182, 0.267, 0.223, 0.204, 0.173, 0.134, 0.857, -0.519, 0.097, 0.000, -0.494, -0.152, -0.297, 0.435, -0.278, -0.683, 0.182, 0.202, 0.122, 0.206, 0.068, 0.569, -0.355, -0.714, 0.269, -0.238, 0.232, 0.150, -0.081, 0.473, -0.350, -0.686, 0.094, 0.222, 0.167, 0.223, -0.347, 0.557, -0.103, -0.644, 0.111, 0.196, 0.096, 0.212, -0.129, 0.579, -0.370, -0.599, 0.039, 0.178, 0.203, 0.145]}

=====

[4]
{"formula": "C11H47NO15Pt", "method": "the ωB97M-V functional and the def2-TZVPD basis", "total_charge": 0, "orbital_gap_ev": [6.549, 5.479], "multiplicity": 3, "de_lowest_kj_mol": 2780.3, "homo_ev": [-7.6, -7.6], "elements": ["Pt", "O", "C", "C", "O", "H", "H", "H", "H", "C", "C", "C", "C", "C", "C", "N", "O", "C", "C", "C", "H", "H", "H", "H", "H", "H", "H", "H", "H", "H", "H", "H", "H", "H", "H", "H", "H", "H", "H", "O", "H", "H", "O", "H", "H", "O", "H", "H", "O", "H", "H", "O", "H", "H", "O", "H", "H", "O", "H", "H", "O", "H", "H", "O", "H", "H", "O", "H", "H", "O", "H", "H", "O", "H", "H"], "positions_angstrom": [[-0.3972, -21.9999, -1.3788], [-0.0550, -23.2861, -0.2615], [-0.1517, -22.3899, 0.8399], [-0.7421, -20.8973, 0.5893], [-1.4298, -20.6084, -0.6097], [0.8319, -22.2303, 1.2817], [-0.7172, -22.8264, 1.6632], [0.1094, -20.2179, 0.5529], [-1.2763, -20.5949, 1.4900], [-1.6485, -19.6007, 2.1319], [-2.3130, -18.5734, 3.0454], [-1.7682, -18.7311, 4.5249], [-2.1138, -17.5133, 5.4574], [-1.6020, -16.2344, 4.9314], [-1.9613, -15.9461, 3.4565], [-1.9393, -17.1783, 2.6056], [-1.8163, -16.9478, 1.2392], [-3.2792, -15.3342, 3.4034], [-0.9480, -14.9294, 2.9137], [-3.8162, -18.5008, 2.9196], [-0.5745, -19.4214, 2.1826], [-1.9509, -19.3951, 1.1051], [-1.8057, -20.6337, 2.4425], [-2.2024, -19.6075, 5.0060], [-0.6945, -18.9105, 4.5805], [-1.6017, -17.7801, 6.3818], [-3.1858, -17.3392, 5.5508], [-0.5411, -15.9884, 4.9766], [-2.2519, -15.4642, 5.3468], [-3.2876, -14.2444, 3.4227], [-3.8080, -15.5940, 2.4863], [-3.8840, -15.8408, 4.1555], [-1.4726, -14.4523, 2.0859], [-0.6804, -14.0748, 3.5352], [-0.0177, -15.4181, 2.6242], [-4.1504, -18.6248, 1.8896], [-4.2622, -17.6695, 3.4657], [-4.1381, -19.4588, 3.3279], [-0.8636, -16.8737, 1.1468], [-2.0077, -23.9407, 1.7075], [-1.2163, -23.7409, 1.2076], [-2.4757, -23.1073, 1.7592], [-0.8024, -23.2569, 3.8889], [-0.1475, -23.7472, 4.3858], [-0.8719, -23.7246, 3.0567], [-0.6460, -25.1454, -0.1818], [0.2089, -25.5130, -0.4064], [-0.4516, -24.2653, 0.1404], [-2.9665, -22.0066, 1.7625], [-3.1240, -21.7008, 2.6558], [-2.5162, -21.2779, 1.3353], [1.0915, -21.7316, 3.6530], [0.6759, -21.6642, 4.5126], [0.5423, -22.3479, 3.1685], [0.9829, -19.2903, 2.8913], [1.2827, -20.1498, 3.1873], [0.5475, -19.4623, 2.0564], [-1.9094, -23.4381, -1.3300], [-1.4331, -24.0165, -0.7344], [-2.4129, -24.0305, -1.8884], [1.4089, -25.2402, -0.2668], [1.3812, -24.3557, 0.0980], [1.5865, -25.1102, -1.1984], [-3.2487, -20.2765, 0.4330], [-2.3410, -20.4937, 0.2205], [-3.7629, -20.6880, -0.2617], [2.6500, -21.0470, 1.0957], [1.8523, -21.0887, 0.5683], [3.3301, -21.4155, 0.5319], [0.4593, -24.4133, 1.8965], [0.4369, -23.7082, 1.2495], [1.3908, -24.5524, 2.0677], [-1.0476, -19.1527, -1.7394], [-1.0918, -18.3708, -1.1890], [-1.3131, -19.8682, -1.1617]], "mulliken_charge": [1.728, -0.481, -0.053, 0.970, -1.997, -0.087, -1.545, 1.753, -3.685, 0.188, -0.003, -0.473, -0.944, -1.211, 1.616, 0.748, -0.526, -1.985, -2.236, -1.719, -0.026, 1.386, 1.503, 0.416, 0.416, 0.461, 0.390, 0.447, 0.389, 0.481, 0.339, 0.467, 0.485, 0.410, 0.429, 0.247, 0.433, 0.415, 0.330, -0.838, 0.926, 0.688, -0.836, 0.286, 0.669, -0.851, 0.741, -0.070, -0.519, 0.523, 0.019, -0.729, 0.280, 0.487, -0.736, 0.519, 0.428, -0.809, 0.571, 0.266, -0.745, 0.430, 0.342, -0.545, -0.707, 0.409, -0.582, 0.488, 0.326, -0.345, -0.211, 0.286, -0.839, 0.273, 0.928]}